{"formula": "C34H46N5O4Ti", "method": "the ωB97M-V functional and the def2-TZVPD basis", "symbols": ["Ti", "C", "C", "C", "C", "C", "C", "C", "C", "C", "C", "C", "C", "N", "C", "O", "C", "C", "C", "C", "C", "N", "C", "O", "N", "C", "C", "C", "C", "C", "C", "C", "C", "C", "C", "C", "C", "H", "H", "H", "H", "H", "H", "H", "H", "H", "H", "H", "H", "H", "H", "H", "H", "H", "H", "H", "H", "H", "H", "H", "H", "H", "H", "H", "H", "H", "H", "H", "H", "H", "H", "H", "H", "H", "N", "C", "C", "N", "H", "H", "H", "H", "H", "H", "H", "H", "O", "C", "O", "H"], "xyz": [[-0.082777, 0.339767, 0.261191], [-1.341431, -4.227844, -1.063959], [-2.183778, -2.957972, -0.932120], [-3.428175, -3.033459, -1.827907], [-2.623698, -2.677243, 0.495025], [-3.132460, -3.705507, 1.281397], [-3.645855, -3.459689, 2.542026], [-3.690507, -2.161179, 3.016980], [-3.204809, -1.105523, 2.257806], [-3.320988, 0.303638, 2.803633], [-2.499982, 0.467607, 4.089545], [-4.786726, 0.689761, 3.019897], [-2.629832, -1.371927, 1.008652], [-2.059518, -0.304584, 0.241543], [-2.981874, 0.399833, -0.454021], [-4.194520, 0.232738, -0.491402], [-2.316069, 1.492223, -1.210818], [-2.972117, 2.406169, -2.007748], [-2.232565, 3.367940, -2.682105], [-0.851466, 3.359360, -2.543802], [-0.264274, 2.415691, -1.726836], [-0.979660, 1.489119, -1.057170], [1.202093, 2.166096, -1.663539], [1.998268, 2.854797, -2.291052], [1.456162, 1.059200, -0.925791], [2.713874, 0.427614, -1.202205], [2.690795, -0.738290, -1.996206], [3.877423, -1.419940, -2.222146], [5.077546, -0.962551, -1.702937], [5.101196, 0.213374, -0.981201], [3.936904, 0.936943, -0.736824], [4.071763, 2.278429, -0.031235], [4.737166, 2.145037, 1.348163], [4.868779, 3.263618, -0.895054], [1.421954, -1.179588, -2.702790], [1.295821, -2.695841, -2.837301], [1.356497, -0.509882, -4.082787], [-1.127165, -4.427155, -2.114722], [-1.862559, -5.097914, -0.663620], [-0.391864, -4.120851, -0.537851], [-1.578618, -2.116937, -1.270326], [-4.039930, -3.896158, -1.554012], [-3.140928, -3.132869, -2.877499], [-4.036339, -2.134826, -1.713965], [-3.148174, -4.717154, 0.895918], [-4.030131, -4.273355, 3.144336], [-4.123497, -1.963095, 3.990762], [-2.930160, 0.988185, 2.049775], [-2.955370, -0.093788, 4.906766], [-2.455833, 1.516985, 4.395858], [-1.486900, 0.081733, 3.951529], [-5.256678, 0.044635, 3.763970], [-5.332691, 0.593168, 2.081462], [-4.861965, 1.722613, 3.368606], [-4.047348, 2.328341, -2.093473], [-2.720669, 4.090129, -3.322007], [-0.210733, 4.049561, -3.074937], [3.873801, -2.316900, -2.828088], [5.995280, -1.506496, -1.887433], [6.047509, 0.596495, -0.617680], [3.076060, 2.716339, 0.085102], [5.810636, 1.986479, 1.236974], [4.342049, 1.303331, 1.920219], [4.601584, 3.058820, 1.931030], [5.881143, 2.892947, -1.065500], [4.939394, 4.232702, -0.395085], [4.374624, 3.395665, -1.854369], [0.566928, -0.831108, -2.127022], [2.016692, -3.098023, -3.551709], [0.298452, -2.946959, -3.202837], [1.444914, -3.182517, -1.873454], [2.172511, -0.866691, -4.714457], [1.446479, 0.574630, -3.999727], [0.409344, -0.745250, -4.574330], [-0.522374, 2.107503, 1.585716], [0.655023, 2.753944, 2.191944], [1.522591, 1.668961, 2.808996], [1.828972, 0.673762, 1.781938], [-1.150490, 2.803825, 1.198591], [-1.030359, 1.609262, 2.315412], [0.372401, 3.481371, 2.956994], [1.206445, 3.279757, 1.409469], [0.965731, 1.177353, 3.609498], [2.418316, 2.119387, 3.246945], [2.536217, 1.030972, 1.154216], [2.201701, -0.166916, 2.204461], [-0.189597, -0.883114, 2.157035], [0.261176, -1.787472, 1.426702], [0.569274, -1.572821, 0.213622], [0.411965, -2.798421, 1.833355]], "forces_ev_per_a": [[1.26, -0.55, 2.86], [-0.05, 0.11, 0.05], [-0.08, -0.14, 0.02], [0.07, 0.08, 0.03], [0.10, 0.20, -0.11], [-0.01, -0.06, 0.04], [0.01, -0.01, 0.01], [-0.02, 0.03, 0.00], [0.06, 0.06, -0.05], [-0.02, -0.04, 0.11], [0.00, 0.00, -0.10], [0.10, 0.01, -0.07], [-0.21, -0.22, 0.07], [-0.75, -0.06, -0.08], [-0.06, -0.28, 0.15], [0.00, 0.13, -0.05], [0.32, 0.11, 0.04], [-0.14, 0.07, -0.08], [0.06, -0.14, 0.11], [-0.01, 0.18, -0.02], [-0.20, -0.34, -0.03], [-1.26, 1.66, -2.12], [0.39, -0.16, -0.04], [-0.10, 0.09, -0.07], [0.36, 0.51, -0.91], [0.21, -0.08, 0.09], [-0.10, 0.09, 0.08], [0.03, -0.02, -0.01], [0.02, 0.00, 0.01], [0.05, -0.01, 0.00], [-0.13, 0.07, 0.00], [0.05, 0.05, 0.02], [0.01, 0.03, -0.07], [-0.11, -0.05, 0.02], [0.12, -0.06, -0.10], [0.00, 0.11, 0.03], [-0.08, 0.02, 0.13], [0.02, -0.01, 0.01], [0.01, -0.03, -0.04], [0.00, -0.04, 0.01], [0.05, 0.03, 0.00], [-0.02, 0.00, -0.02], [-0.01, -0.03, 0.01], [-0.02, -0.03, -0.02], [0.01, 0.01, 0.00], [0.00, 0.00, -0.02], [0.01, 0.00, 0.00], [0.01, -0.03, -0.04], [0.01, 0.00, 0.03], [-0.02, 0.00, 0.03], [-0.03, 0.04, 0.04], [-0.01, 0.01, 0.01], [-0.04, 0.01, 0.02], [-0.02, -0.01, 0.01], [0.01, -0.01, 0.03], [0.01, 0.01, 0.00], [0.04, -0.02, 0.03], [-0.03, 0.01, 0.02], [-0.01, -0.01, 0.01], [0.00, 0.00, 0.00], [-0.01, -0.10, 0.04], [0.01, -0.03, 0.02], [0.09, 0.06, 0.04], [0.03, 0.01, -0.01], [0.01, 0.01, 0.01], [0.01, -0.01, -0.01], [0.00, 0.03, -0.03], [-0.04, 0.02, 0.04], [0.00, -0.02, -0.01], [0.03, -0.02, 0.00], [-0.03, -0.02, -0.03], [0.01, 0.01, -0.02], [0.01, 0.01, -0.02], [0.02, 0.00, -0.02], [-0.02, 0.05, 0.12], [0.15, -0.10, 0.13], [-0.12, 0.09, -0.08], [-0.01, 0.16, -0.24], [-0.07, 0.00, 0.00], [-0.09, 0.10, 0.02], [-0.01, 0.02, -0.03], [-0.03, -0.01, -0.03], [0.00, -0.03, 0.00], [-0.01, -0.01, 0.01], [0.07, -0.03, 0.05], [-0.05, -0.07, -0.03], [-0.04, -0.11, -0.14], [0.06, -0.58, 0.40], [0.16, -0.72, -0.20], [0.01, 0.04, -0.04]], "lowdin_charge": [1.069, -0.067, -0.364, -0.043, -0.136, -0.032, -0.067, -0.033, -0.138, -0.372, -0.063, -0.051, -0.174, -0.003, -0.477, 0.072, -0.152, 0.025, -0.023, 0.023, -0.156, 0.009, -0.481, 0.064, -0.022, -0.152, -0.127, -0.028, -0.066, -0.039, -0.144, -0.379, -0.069, -0.054, -0.372, -0.069, -0.037, 0.070, 0.068, 0.069, 0.110, 0.083, 0.078, 0.073, 0.105, 0.101, 0.110, 0.101, 0.080, 0.079, 0.060, 0.075, 0.081, 0.079, 0.126, 0.113, 0.125, 0.108, 0.103, 0.110, 0.106, 0.078, 0.066, 0.081, 0.077, 0.082, 0.073, 0.092, 0.074, 0.072, 0.077, 0.085, 0.075, 0.081, 0.004, -0.197, -0.213, 0.008, 0.112, 0.063, 0.121, 0.114, 0.118, 0.112, 0.033, 0.111, -0.083, -0.458, -0.104, 0.156], "spin_multiplicity": 2, "fmax_ev_per_a": 3.169, "e_homo_ev": [-7.10, -8.45], "e_above_lowest_kcal_mol": 0.0, "energy_ev": -74766.762, "s2": 0.760}